Computed, not measured: a gas-phase ion, C10H19N2OS (charge +1), with ωB97M-V/def2-TZVPD.

```
33
Properties=species:S:1:pos:R:3:mulliken_charge:R:1
C -3.3161 -2.2660 0.8559 -1.25
C -2.6209 -1.1929 0.1031 0.57
C -2.0718 -1.2451 -1.1403 -0.63
C -1.5062 -0.0190 -1.5596 -0.80
C -1.6224 0.9676 -0.6295 0.81
C -1.1395 2.3759 -0.7180 -1.31
N 0.2810 2.4902 -0.3410 -0.37
C 0.5797 2.2167 1.0649 -0.75
C 1.0556 0.7472 1.1588 -0.67
N 1.7167 0.4627 -0.1284 -0.04
C 1.6273 -0.9122 -0.6454 -0.19
C 2.6253 -1.7852 0.1198 -0.74
O 3.8376 -1.0585 0.1438 -0.55
S -2.4466 0.3914 0.7912 -0.13
H -2.9095 -2.3674 1.8613 0.32
H -4.3776 -2.0372 0.9519 0.31
H -3.2149 -3.2138 0.3334 0.36
H -2.0859 -2.1302 -1.7504 0.44
H -1.0519 0.1252 -2.5237 0.51
H -1.2248 2.7194 -1.7517 0.47
H -1.7636 3.0180 -0.0851 0.39
H 0.6144 3.4084 -0.6113 0.25
H 1.3761 2.8819 1.4007 0.46
H -0.2884 2.3657 1.7118 0.29
H 1.7224 0.6011 2.0060 0.47
H 0.1964 0.0837 1.2617 0.20
H 2.7237 0.6627 -0.0778 0.42
H 1.1976 1.2364 -0.7199 0.50
H 0.6090 -1.2889 -0.5500 0.11
H 1.9072 -0.8920 -1.7003 0.45
H 2.7371 -2.7454 -0.3919 0.42
H 2.2710 -1.9720 1.1423 0.32
H 4.5622 -1.6284 0.4177 0.34
```

Output
frontier orbital gap: 0.3501 Eh
SMILES string: Cc1ccc(CNCC[NH2+]CCO)s1
lowest unoccupied orbital energy: -2.343 eV
relative energy (zero: lowest compared OMol25 entry of this formula, charge and spin): 0.0 kJ/mol
total charge: +1
maximum force: 0.79 eV Å⁻¹


Computed, not measured: 3 unconnected molecules or ions with the total composition C31H65BClNO, with ωB97M-V/def2-TZVPD.

```
100
Properties=species:S:1:pos:R:3:mulliken_charge:R:1
C 1.2978 -0.3769 2.2172 -0.62
C 2.0671 -1.6686 2.5471 -0.07
C 2.4050 -2.5906 1.3263 -0.99
C 2.3112 -1.9428 -0.0789 -0.59
C 0.9485 -2.2772 -0.7425 -0.59
C 0.9153 -2.0332 -2.2681 -1.32
C 0.6870 -0.5689 -2.7358 -0.59
C -0.2430 0.2897 -1.8179 -0.20
C 0.6221 1.3031 -1.0377 -0.23
C -0.1711 2.4555 -0.3492 -1.34
C -1.4994 1.9646 0.2981 -0.35
C -2.7059 2.3652 -0.5919 -0.71
C -4.0373 2.2827 0.2478 -0.82
C -4.9080 1.1511 -0.3436 0.16
C -6.1853 0.9286 0.5095 -0.90
B -6.9052 -0.4610 0.2301 0.27
C -6.4154 -1.8760 0.7695 -0.92
C -4.9110 -2.1672 0.5825 0.58
C -4.6481 -3.6744 0.7218 -1.56
Cl -3.9603 -1.3383 1.8873 -0.19
N -8.1682 -0.4400 -0.5729 -0.50
C -8.0329 0.1220 -1.6483 0.74
O -7.9608 0.7867 -2.6010 -0.44
H 0.5887 -0.4739 1.3924 -0.14
H 0.7341 -0.0279 3.0919 0.46
H 2.0010 0.4321 1.9760 0.28
H 2.9888 -1.4811 3.1068 0.18
H 1.4146 -2.2558 3.2097 0.07
H 1.6803 -3.4163 1.3455 0.37
H 3.3766 -3.0597 1.5213 0.36
H 3.0635 -2.4450 -0.7076 0.51
H 2.5501 -0.8760 -0.0991 0.27
H 0.8204 -3.3610 -0.6011 0.52
H 0.1286 -1.8041 -0.1914 0.20
H 1.9114 -2.3258 -2.6375 0.32
H 0.2201 -2.7408 -2.7347 0.43
H 0.1866 -0.6336 -3.7146 0.15
H 1.6208 -0.0289 -2.9279 0.52
H -0.9267 -0.2953 -1.1983 0.46
H -0.8798 0.8901 -2.4855 0.31
H 1.2954 0.8493 -0.3065 -0.19
H 1.2668 1.7845 -1.7901 0.43
H 0.4755 2.8287 0.4589 0.39
H -0.3238 3.3056 -1.0235 0.48
H -1.4833 0.8856 0.4919 -0.02
H -1.6144 2.4524 1.2744 0.68
H -2.7751 1.7052 -1.4612 0.18
H -2.5670 3.4121 -0.8830 0.45
H -4.5276 3.2596 0.1857 0.34
H -3.7637 2.0241 1.2758 0.36
H -4.2670 0.2622 -0.3987 -0.18
H -5.1400 1.4180 -1.3843 0.34
H -6.8958 1.7305 0.2543 0.24
H -5.9399 1.0295 1.5744 0.30
H -6.9656 -2.6501 0.2166 0.25
H -6.6819 -1.9727 1.8330 0.37
H -4.5486 -1.8601 -0.4023 0.36
H -3.5719 -3.8765 0.6793 0.40
H -5.1526 -4.2278 -0.0778 0.39
H -5.0012 -4.0386 1.6931 0.33
C 2.3469 2.5286 -9.4969 -1.20
C 2.1910 3.3426 -8.2156 -0.41
C 2.6643 2.5961 -6.9685 -0.74
C 1.8871 1.3164 -6.6512 -0.53
C 0.3819 1.5073 -6.4674 -0.51
C 0.0320 2.4149 -5.2922 -1.02
H 1.7519 1.6144 -9.4681 0.29
H 2.0191 3.1080 -10.3613 0.38
H 3.3908 2.2495 -9.6547 0.29
H 1.1509 3.6589 -8.1034 0.24
H 2.7811 4.2583 -8.3119 0.38
H 2.6164 3.2739 -6.1114 0.31
H 3.7217 2.3386 -7.0861 0.39
H 2.3032 0.8736 -5.7401 0.23
H 2.0550 0.5805 -7.4427 0.35
H -0.0743 0.5271 -6.3018 0.35
H -0.0685 1.9014 -7.3825 0.36
H 0.4243 2.0017 -4.3596 0.03
H -1.0514 2.5033 -5.1920 0.39
H 0.4337 3.4204 -5.4267 0.38
C 5.7043 -0.2226 8.5125 -1.20
C 5.2267 -1.5065 7.8401 -0.51
C 4.5569 -1.2630 6.4879 -0.59
C 3.2821 -0.4184 6.5437 -0.37
C 2.1827 -0.9715 7.4501 -0.44
C 1.6655 -2.3339 6.9995 -1.01
H 4.8749 0.4547 8.7221 0.29
H 6.1949 -0.4462 9.4610 0.38
H 6.4208 0.3040 7.8785 0.29
H 4.5539 -2.0465 8.5112 0.25
H 6.0907 -2.1582 7.6827 0.37
H 4.3343 -2.2289 6.0248 0.31
H 5.2701 -0.7695 5.8197 0.41
H 2.8878 -0.3175 5.5269 0.06
H 3.5288 0.5964 6.8688 0.35
H 1.3487 -0.2643 7.4558 0.37
H 2.5346 -1.0348 8.4834 0.27
H 1.2601 -2.2745 5.9870 0.14
H 0.8714 -2.6791 7.6634 0.39
H 2.4541 -3.0880 7.0097 0.28
```

Output
frontier orbital gap: 0.3824 Eh
SMILES string: CCCCCCCCCCCCCCCB(C[C@H](C)Cl)N=C=O.CCCCCC.CCCCCC
lowest unoccupied orbital energy: 0.471 eV
relative energy (zero: lowest compared OMol25 entry of this formula, charge and spin): 42.0 kJ/mol
total charge: 0
maximum force: 1.77 eV Å⁻¹


Computed, not measured: 2 unconnected molecules or ions with the total composition C5H8O3, with ωB97M-V/def2-TZVPD.

```
16
Properties=species:S:1:pos:R:3:mulliken_charge:R:1
C 1.9563 -0.3300 -0.7372 -1.09
C 0.6538 0.3627 -1.0113 0.73
O 0.2234 0.5833 -2.1152 -0.56
C -0.1091 0.8277 0.2412 0.79
C -1.3794 1.5613 -0.0559 -1.24
O 0.3453 0.6617 1.3521 -0.60
H 2.7660 0.3633 -0.9638 0.32
H 2.0246 -0.6210 0.3067 0.29
H 2.0640 -1.1923 -1.3904 0.32
H -1.1239 2.5108 -0.5252 0.37
H -1.9427 1.7435 0.8549 0.34
H -1.9687 0.9923 -0.7700 0.32
C -0.8772 -1.8712 1.2074 -0.08
O -1.0713 -1.4332 0.1133 -0.39
H -0.3200 -1.2985 1.9700 0.20
H -1.2409 -2.8602 1.5233 0.28
```

Output
frontier orbital gap: 0.3483 Eh
SMILES string: CC(=O)C(C)=O.C=O
lowest unoccupied orbital energy: 0.242 eV
relative energy (zero: lowest compared OMol25 entry of this formula, charge and spin): 147.7 kJ/mol
total charge: 0
maximum force: 0.88 eV Å⁻¹


Computed, not measured: a molecular structure, C12H10BF2MgN3O, with ωB97M-V/def2-TZVPD.

```
30
Properties=species:S:1:pos:R:3:mulliken_charge:R:1
Mg 0.4551 1.0034 0.6838 0.48
O 0.2423 -1.3797 -2.5467 -0.71
C 0.6178 -0.6163 -1.6601 0.23
N 0.1421 0.5768 -1.2812 -0.52
C -1.1827 0.8990 -1.7625 -0.68
C -2.1900 0.7703 -0.6237 0.68
C -3.5504 0.6500 -0.8751 -0.92
C -4.4293 0.4916 0.1759 -0.18
C -3.9375 0.4661 1.4741 -0.72
C -2.5817 0.6120 1.6551 -0.06
N -1.7152 0.7613 0.6390 -0.09
C 1.7596 -1.0908 -0.7661 0.75
C 2.8243 -1.8047 -1.2827 -0.74
C 3.8051 -2.2533 -0.4222 -0.24
C 3.6821 -2.0058 0.9386 -0.62
C 2.5852 -1.2976 1.3811 -0.13
N 1.6349 -0.8353 0.5515 -0.27
H -1.5014 0.2495 -2.5792 0.49
H -1.2246 1.9290 -2.1313 0.33
H -3.8986 0.6644 -1.8999 0.41
H -5.4898 0.3787 -0.0110 0.40
H -4.5900 0.3370 2.3258 0.40
H -2.1579 0.6203 2.6515 0.40
H 2.8535 -1.9950 -2.3462 0.43
H 4.6609 -2.7971 -0.8034 0.41
H 4.4242 -2.3510 1.6452 0.38
H 2.4538 -1.0867 2.4348 0.41
F 1.5200 4.0186 1.4292 -0.23
B 1.7436 2.6944 1.3795 0.15
F 3.0445 2.3907 1.6263 -0.24
```

Output
frontier orbital gap: 0.3188 Eh
lowest unoccupied orbital energy: 0.207 eV
relative energy (zero: lowest compared OMol25 entry of this formula, charge and spin): 0.0 kJ/mol
total charge: 0
maximum force: 0.48 eV Å⁻¹


Computed, not measured: a single CH2NP molecule, with ωB97M-V/def2-TZVPD.

```
5
Properties=species:S:1:pos:R:3:mulliken_charge:R:1
N 0.0178 -2.5585 1.5165 -0.31
C -0.2067 -1.4793 1.1669 0.31
P -0.7189 0.0722 0.4903 -0.17
H 0.1451 1.2738 0.7774 0.09
H 0.0749 -0.1024 -0.6793 0.07
```

Output
frontier orbital gap: 0.3979 Eh
SMILES string: N#CP
lowest unoccupied orbital energy: 0.331 eV
relative energy (zero: lowest compared OMol25 entry of this formula, charge and spin): 38.6 kJ/mol
total charge: 0
maximum force: 2.20 eV Å⁻¹


Computed, not measured: a single C5H7N3OS molecule, with ωB97M-V/def2-TZVPD.

```
17
Properties=species:S:1:pos:R:3:mulliken_charge:R:1
C -0.7777 -0.1355 1.2201 -0.42
C 0.5252 -0.4703 1.2721 -0.78
C -1.0144 0.6549 -0.0392 -0.24
C 0.2707 0.6388 -0.8801 -1.03
C 1.3880 -0.1757 0.1156 0.74
N 3.2451 -1.6171 -0.1695 -0.40
N 3.9172 -0.6349 0.1193 -0.19
N 1.9674 -1.4227 -0.3453 0.09
O 2.7844 1.9517 -0.5394 -0.56
S 2.9290 0.8876 0.4785 0.43
H -1.5986 -0.2464 1.9999 0.37
H 0.9579 -1.0666 1.9935 0.53
H -1.9028 0.2091 -0.6967 0.23
H -1.2954 1.7457 0.1969 0.26
H 0.2311 0.1254 -1.7907 0.38
H 0.6962 1.6279 -1.1417 0.32
H 1.3099 -2.1363 -0.6092 0.27
```

Output
frontier orbital gap: 0.3543 Eh
lowest unoccupied orbital energy: 0.503 eV
relative energy (zero: lowest compared OMol25 entry of this formula, charge and spin): 399.9 kJ/mol
total charge: 0
maximum force: 3.42 eV Å⁻¹


Computed, not measured: a gas-phase ion, C5H17P2 (charge -1), with ωB97M-V/def2-TZVPD.

```
24
Properties=species:S:1:pos:R:3:mulliken_charge:R:1
C -2.2269 -0.2040 0.2356 -1.11
C -1.6278 1.0540 0.9242 -0.76
P 0.2176 1.2504 0.9221 -0.21
C 0.8504 -0.0805 2.0519 -0.77
C 0.4161 -1.5271 1.7582 -0.81
P 0.8630 0.6374 -1.1726 -0.38
C 1.3689 0.1535 -2.9480 -1.30
H -1.4782 -0.7932 -0.2819 0.32
H -2.7393 -0.8265 0.9684 0.34
H -2.9841 0.0977 -0.4862 0.25
H -2.0154 1.1219 1.9389 0.46
H -1.9883 1.9336 0.3991 0.48
H 0.6627 0.1718 3.0942 0.45
H 1.9318 -0.0326 1.9261 0.37
H 0.6690 -2.1964 2.5832 0.37
H -0.6568 -1.5874 1.6019 0.11
H 0.9368 -1.8683 0.8690 0.23
H 2.1564 0.2007 -0.5903 -0.02
H 0.3439 -0.7418 -0.9603 -0.13
H -0.4711 1.0815 -1.6622 0.03
H 1.4042 1.9884 -1.3402 0.02
H 1.5404 1.0584 -3.5300 0.39
H 2.2664 -0.4643 -2.9125 0.35
H 0.5602 -0.4271 -3.3885 0.32
```

Output
frontier orbital gap: 0.2426 Eh
lowest unoccupied orbital energy: 3.977 eV
total charge: -1
maximum force: 1.09 eV Å⁻¹